1.
The following is a DFT calculation (ωB97M-V with the def2-TZVPD basis set) of a structure of composition C33H43N5P2Pt.

LUMO level (spin up / spin down), eV: -5.40 / -9.04
Total charge: +2
Expectation value of S²: 6.043
Calculated total energy, hartree: -2358.1269
Multiplicity: 5

Each line ends with the Löwdin spin population.
CARTESIAN COORDINATES (ANGSTROEM)
1 Pt -0.48382 -2.01186 1.04572  0.41
2 C -0.71252 3.29634 3.63617  0.00
3 C -1.36380 2.70535 2.63616  0.00
4 C -0.98853 2.73668 1.16133  0.00
5 C 0.23962 1.87387 0.70191  0.00
6 C 1.55913 2.57488 0.66497  0.00
7 C 1.97426 3.53902 1.50004  0.00
8 C 1.20991 4.57690 2.27174  0.00
9 C 0.53802 4.10199 3.62327  0.00
10 C 1.06798 -2.81780 2.04559  0.07
11 H -1.17226 3.30139 4.64006  0.00
12 H -1.95266 1.78976 2.94999  0.00
13 H -0.77316 3.79972 0.91644  0.00
14 H -1.83783 2.29692 0.60496  0.00
15 H 0.31365 0.87530 1.21153  0.00
16 H 0.04325 1.48266 -0.30860  0.00
17 H 2.29558 2.14744 -0.03900  0.00
18 H 3.05052 3.54335 1.69182  0.00
19 H 0.44713 4.98832 1.59570  0.00
20 H 1.92413 5.41529 2.46694  0.00
21 H 1.33822 3.66665 4.27305  0.00
22 H 0.20190 5.02975 4.13665  0.00
23 H 0.79044 -2.81024 3.14997  0.00
24 H 1.69430 -1.99427 1.68148  0.01
25 H 1.38073 -3.69256 1.48598  0.02
26 P 1.51426 -1.46473 -0.90567  0.14
27 P -2.21027 -0.62931 -1.08185  0.02
28 N 2.89230 -0.31271 -1.44709  0.07
29 N 2.18762 -2.65803 -2.14148  0.03
30 N -2.14248 0.89063 -2.09084  0.00
31 N -3.65731 -1.17321 -2.13007  0.03
32 C 0.35818 -0.75151 -2.09420  0.01
33 C -0.97103 -1.50931 -2.06134  0.06
34 C 4.12012 -0.29410 -0.79340  0.11
35 C 4.99236 0.51610 -1.52737  0.07
36 C 4.31050 0.99257 -2.68818  0.03
37 C 3.03167 0.45116 -2.61306  0.14
38 C 2.53306 -3.96068 -1.82121  0.22
39 C 2.97458 -4.61160 -2.97580  0.11
40 C 2.94583 -3.66137 -4.04766  0.07
41 C 2.45503 -2.47380 -3.50670  0.21
42 C -2.77828 2.07643 -1.70657  0.01
43 C -2.57072 3.02582 -2.69906  0.01
44 C -1.76221 2.43797 -3.71867  0.00
45 C -1.57164 1.11041 -3.35305  0.01
46 C -4.34546 -0.59709 -3.20544  0.33
47 C -5.17952 -1.55373 -3.79055  0.14
48 C -5.01067 -2.77379 -3.05205  0.11
49 C -4.08086 -2.50549 -2.05139  0.33
50 H 0.69593 -0.75155 -3.14086  0.00
51 H 0.29369 0.29965 -1.78541  0.00
52 H -1.31280 -1.73899 -3.08448  0.00
53 H -0.89937 -2.45775 -1.50243  0.05
54 H 4.25054 -0.82920 0.14830  0.00
55 H 6.00642 0.74895 -1.26589  0.00
56 H 4.67950 1.63525 -3.49488  0.00
57 H 2.22129 0.58063 -3.30951  0.00
58 H 2.39757 -4.29975 -0.80392  0.01
59 H 3.25956 -5.65110 -3.05508  0.00
60 H 3.21794 -3.81133 -5.09415  0.00
61 H 2.26695 -1.53612 -4.01840  0.00
62 H -3.29862 2.13680 -0.75860  0.00
63 H -2.96415 4.02644 -2.69267  0.00
64 H -1.36152 2.91539 -4.60599  0.00
65 H -1.05893 0.31503 -3.87299  0.00
66 H -4.22041 0.44334 -3.48061  0.01
67 H -5.80561 -1.38862 -4.65669  0.00
68 H -5.49511 -3.72555 -3.25906  0.00
69 H -3.68340 -3.16206 -1.29674  0.01
70 C 1.91916 -0.12720 3.89401  0.05
71 C 0.47380 -0.51842 4.00407  0.33
72 C -0.18332 -0.15643 5.20741  0.08
73 C -1.45912 -0.73132 5.19230  0.16
74 C -1.59368 -1.47732 3.96746  0.27
75 C -2.66964 -2.40169 3.51909  0.05
76 N -0.48228 -1.21308 3.20975  0.12
77 H 2.54848 -0.85114 3.35173  0.01
78 H 2.36537 0.01937 4.91425  0.00
79 H 1.97787 0.85878 3.40040  0.02
80 H 0.25627 0.46100 5.96994  0.00
81 H -2.19908 -0.64474 5.96343  0.01
82 H -3.03965 -3.00874 4.36404  0.01
83 H -3.56111 -1.87434 3.14752  0.02
84 H -2.36185 -3.06965 2.68346  0.01



2.
The following is a DFT calculation (ωB97M-V with the def2-TZVPD basis set) of a structure of composition C4H6.

LUMO level, eV: 1.02
Total charge: 0
Calculated total energy, hartree: -155.8341

Each line ends with the Mulliken charge.
CARTESIAN COORDINATES (ANGSTROEM)
1 C 0.45990 0.19669 1.27046  -0.16
2 C -0.37853 -0.15739 0.36328  0.20
3 C 1.35168 0.82687 0.27098  -0.64
4 C -1.16218 -0.66264 -0.75187  -1.13
5 H 0.37228 0.35798 2.34236  0.33
6 H 1.36964 1.96345 0.15233  0.23
7 H 2.02639 0.11208 -0.39689  0.22
8 H -0.65815 -1.51177 -1.29990  0.27
9 H -1.38111 -0.09347 -1.60361  0.35
10 H -1.99994 -1.03179 -0.34714  0.33



3.
The following is a DFT calculation (ωB97M-V with the def2-TZVPD basis set) of an isolated molecule of C4H4O.

LUMO level (spin up / spin down), eV: 0.65 / -2.28
Total charge: 0
Expectation value of S²: 2.007
Calculated total energy, hartree: -229.8314
Multiplicity: 3

Each line ends with the Löwdin spin population.
CARTESIAN COORDINATES (ANGSTROEM)
1 C 0.90182 0.52568 1.36363  0.30
2 C -0.54663 -0.20599 -0.25630  0.38
3 C -0.08791 -0.25336 1.14732  0.27
4 C -0.17894 -0.01490 -1.58390  0.66
5 O 1.75233 1.25903 1.73298  0.26
6 H -1.46499 -0.65736 -0.22008  0.01
7 H -0.75577 -0.29809 -2.36884  0.05
8 H -0.41614 -0.82476 2.06167  0.03
9 H 0.79623 0.46976 -1.87648  0.03



4.
The following is a DFT calculation (ωB97M-V with the def2-TZVPD basis set) of a cluster of 2 separate species, C4H9NO2S in total.

LUMO level, eV: 0.80
Total charge: 0
SMILES: CCC#N.COSO
Calculated total energy, hartree: -761.1466

Each line ends with the Mulliken charge.
CARTESIAN COORDINATES (ANGSTROEM)
1 C 2.03206 0.09602 -1.18253  -0.91
2 C 2.23248 0.58760 0.31288  -0.14
3 C 1.16280 1.52814 0.74652  0.23
4 N 0.39972 2.26125 1.14231  -0.46
5 H 1.21625 -0.60925 -1.20811  0.23
6 H 2.88258 -0.50959 -1.58100  0.34
7 H 2.08404 0.97805 -1.94135  0.25
8 H 3.30270 0.92354 0.55915  0.33
9 H 2.00901 -0.31021 1.00918  0.18
10 C -2.24770 -1.87236 0.29233  -0.56
11 O -1.32937 -0.78583 0.19485  -0.26
12 S -1.63798 0.58052 -0.62473  0.15
13 O -2.49955 1.41720 0.47448  -0.44
14 H -3.04680 -1.77798 -0.42956  0.28
15 H -2.83819 -1.87458 1.23940  0.24
16 H -1.63498 -2.85731 0.25770  0.21
17 H -2.08707 2.22479 0.73848  0.34



5.
The following is a DFT calculation (ωB97M-V with the def2-TZVPD basis set) of a cluster of 9 separate species, C25H51Br16N2O3P in total.

LUMO level, eV: 0.16
Total charge: 0
SMILES: CCN[C@@H]1OC(=O)[C@@H](CCCN)[C@@H]1[PH2]=O.BrCCBr.BrCCBr.BrCCBr.BrCCBr.BrCCBr.BrCCBr.BrCCBr.BrCCBr
Calculated total energy, hartree: -42844.0287

Each line ends with the Mulliken charge.
CARTESIAN COORDINATES (ANGSTROEM)
1 C 2.13633 -1.09031 -0.08464  -1.04
2 C 1.70072 0.34756 0.19758  -0.22
3 N 0.71132 0.70809 -0.83653  0.27
4 C 0.13349 2.00514 -0.65213  -0.24
5 O -0.21823 2.34248 0.70082  -0.44
6 C -1.46235 1.88651 0.97495  0.32
7 O -1.88594 1.76277 2.08525  -0.69
8 C -2.19015 1.63491 -0.34080  0.88
9 C -3.59737 2.21649 -0.33867  -1.20
10 C -4.56945 1.20495 0.27060  -0.84
11 C -5.02142 0.14743 -0.74486  -0.48
12 N -4.66504 -1.17748 -0.23184  -0.45
13 C -1.20364 2.11390 -1.41332  -0.51
14 P -1.39071 1.02880 -2.87477  0.95
15 O -2.69419 1.22615 -3.55494  -0.77
16 H 1.24876 -1.72149 -0.04860  0.27
17 H 2.89610 -1.43062 0.60752  0.36
18 H 2.48541 -1.13724 -1.11327  0.24
19 H 2.54230 1.03192 0.19153  0.40
20 H 1.22440 0.33930 1.17438  -0.12
21 H -0.02637 0.01739 -0.72168  -0.02
22 H 0.84312 2.78009 -0.92780  0.41
23 H -2.24356 0.54193 -0.41261  -0.36
24 H -3.88387 2.45577 -1.35894  0.46
25 H -3.62952 3.12083 0.26678  0.47
26 H -5.39872 1.72333 0.74119  0.45
27 H -4.02606 0.65429 1.03378  0.40
28 H -6.10157 0.25843 -0.88108  0.35
29 H -4.54482 0.30080 -1.70988  0.37
30 H -5.22106 -1.39532 0.58480  0.18
31 H -4.80792 -1.89323 -0.93224  0.18
32 H -1.40925 3.09919 -1.82403  0.60
33 H -1.26058 -0.28082 -2.38044  -0.15
34 H -0.27606 1.22951 -3.71010  -0.15
35 Br -4.14211 -4.16701 -3.65285  -0.16
36 C -2.24297 -4.45975 -3.33511  -0.37
37 C -1.92724 -4.45976 -1.86558  -0.55
38 Br -1.94309 -2.65040 -1.14219  -0.13
39 H -1.71153 -3.68621 -3.87921  0.38
40 H -2.02182 -5.42928 -3.77051  0.16
41 H -0.92414 -4.84162 -1.69089  0.31
42 H -2.63971 -5.03161 -1.28054  0.43
43 Br 1.61584 -6.34845 -3.67358  -0.14
44 C 1.25967 -8.21768 -3.26488  -0.57
45 C -0.14035 -8.60703 -3.65311  -0.58
46 Br -1.44270 -7.89331 -2.39714  -0.14
47 H 1.44780 -8.34655 -2.20452  0.37
48 H 1.98720 -8.78869 -3.83688  0.35
49 H -0.26338 -9.68699 -3.62257  0.34
50 H -0.41893 -8.23828 -4.63450  0.37
51 Br 1.96494 -3.61211 3.52041  -0.15
52 C 1.15492 -2.18750 4.56985  -0.68
53 C 1.09160 -0.90063 3.79530  -0.42
54 Br 2.83388 -0.03883 3.67603  -0.14
55 H 1.73710 -2.10281 5.48109  0.43
56 H 0.15342 -2.53774 4.81026  0.40
57 H 0.44574 -0.18338 4.29630  0.43
58 H 0.74522 -1.04902 2.77742  0.18
59 Br 2.97532 1.17430 -3.34506  -0.10
60 C 2.15704 2.71211 -4.20849  -0.41
61 C 3.13675 3.83540 -4.40798  -0.66
62 Br 3.49454 4.76901 -2.73702  -0.17
63 H 1.31788 3.01035 -3.58732  0.28
64 H 1.78966 2.34505 -5.16618  0.35
65 H 2.72250 4.58729 -5.07711  0.40
66 H 4.09164 3.49262 -4.78887  0.30
67 Br 5.03592 1.47620 -6.73150  -0.13
68 C 4.65567 2.21676 -8.48930  -0.56
69 C 3.31279 2.89604 -8.52121  -0.44
70 Br 1.84841 1.61599 -8.55064  -0.12
71 H 4.72872 1.39659 -9.19522  0.38
72 H 5.44661 2.93713 -8.68516  0.34
73 H 3.20500 3.48633 -9.42807  0.36
74 H 3.15109 3.52978 -7.65547  0.18
75 Br -4.28804 4.84882 4.14135  -0.14
76 C -2.37562 4.48662 4.08278  -0.23
77 C -1.78433 4.37129 5.46002  -0.57
78 Br -1.57539 6.10976 6.31388  -0.17
79 H -1.92472 5.28374 3.50097  0.41
80 H -2.27470 3.54356 3.54968  -0.03
81 H -0.78107 3.95379 5.40780  0.35
82 H -2.39338 3.77056 6.12661  0.42
83 Br 2.70586 5.40501 7.19237  -0.12
84 C 2.04872 7.02074 6.33088  -0.57
85 C 3.15784 8.00232 6.06482  -0.57
86 Br 3.72208 8.91601 7.68766  -0.14
87 H 1.27689 7.42510 6.97567  0.34
88 H 1.60074 6.69088 5.39689  0.31
89 H 2.81527 8.78722 5.39457  0.36
90 H 4.04167 7.52953 5.65031  0.38
91 Br -1.83243 -6.57063 4.82064  -0.13
92 C 0.09499 -6.83790 4.82021  -0.29
93 C 0.64645 -6.94063 6.21643  -0.57
94 Br 0.73100 -5.20329 7.08812  -0.14
95 H 0.52402 -6.01033 4.26573  0.03
96 H 0.26048 -7.76659 4.27872  0.36
97 H 1.67153 -7.30307 6.19276  0.34
98 H 0.04909 -7.58025 6.85716  0.39



6.
The following is a DFT calculation (ωB97M-V with the def2-TZVPD basis set) of a cluster of 2 separate species, C5H15NO in total.

LUMO level, eV: 0.97
Total charge: 0
SMILES: CCNC(C)C.O
Calculated total energy, hartree: -329.4202

Each line ends with the Mulliken charge.
CARTESIAN COORDINATES (ANGSTROEM)
1 C -1.73340 -0.76365 1.54230  -0.97
2 C -0.95015 -0.27444 0.29813  -0.40
3 N -0.12928 0.88183 0.60883  -0.48
4 C 0.97825 0.29079 1.44057  0.86
5 C 2.30863 0.48629 0.79453  -1.35
6 C 0.86289 0.81013 2.80847  -1.51
7 H -2.64098 -0.14021 1.71468  0.27
8 H -2.26992 -1.67766 1.56000  0.44
9 H -1.09297 -0.80412 2.38033  0.15
10 H -1.64566 0.06108 -0.46464  0.40
11 H -0.35969 -1.24321 0.11685  0.20
12 H 0.21251 1.23533 -0.23809  0.24
13 H 0.94450 -0.80445 1.48721  0.03
14 H 2.32259 0.34602 -0.34162  0.36
15 H 3.01873 -0.20440 1.19673  0.36
16 H 2.73423 1.43976 1.16173  0.33
17 H 0.41807 -0.03200 3.56699  0.24
18 H 0.18051 1.57764 2.66125  0.44
19 H 1.74808 1.25252 3.19762  0.39
20 O -1.15403 -1.00268 -6.23738  -0.63
21 H -1.77948 -0.99884 -7.00173  0.32
22 H -0.45056 -1.45354 -6.66403  0.31



Repeat the second record exactly.
The following is a DFT calculation (ωB97M-V with the def2-TZVPD basis set) of a structure of composition C4H6.

LUMO level, eV: 1.02
Total charge: 0
Calculated total energy, hartree: -155.8341

Each line ends with the Mulliken charge.
CARTESIAN COORDINATES (ANGSTROEM)
1 C 0.45990 0.19669 1.27046  -0.16
2 C -0.37853 -0.15739 0.36328  0.20
3 C 1.35168 0.82687 0.27098  -0.64
4 C -1.16218 -0.66264 -0.75187  -1.13
5 H 0.37228 0.35798 2.34236  0.33
6 H 1.36964 1.96345 0.15233  0.23
7 H 2.02639 0.11208 -0.39689  0.22
8 H -0.65815 -1.51177 -1.29990  0.27
9 H -1.38111 -0.09347 -1.60361  0.35
10 H -1.99994 -1.03179 -0.34714  0.33



> The highest total charge belongs to which entry?

C33H43N5P2Pt



> Look up the total charge of the fifth one.

0



> Which formula does entry 3 have?

C4H4O